No. 1
Formula: C5H7Cl
Source: OMol25
Level of theory: ωB97M-V/def2-TZVPD

Atoms and positions in Å:
Cl: -0.957 -2.304 -0.162
C: -1.764 1.335 -0.160
C: -0.045 -0.661 -0.099
C: 2.120 0.068 -0.255
C: 1.208 -0.791 0.431
C: -1.019 0.348 0.556
H: -2.678 1.659 0.317
H: 1.987 0.785 -1.309
H: -0.273 -0.310 -1.071
H: 1.522 -1.672 1.333
H: -1.718 1.520 -1.300
H: 3.196 -0.028 0.175
H: -1.579 0.051 1.544

Results
SMILES: C=CC(Cl)C=C
E, hartree: -654.73698
M, g mol⁻¹: 102.6
Orbital gap, eV: 10.01

No. 2
Formula: C5H7Cl2N
Source: OMol25
Level of theory: ωB97M-V/def2-TZVPD

Atoms and positions in Å:
Cl: 1.844 -1.369 -1.077
Cl: -0.335 2.270 -1.516
N: -1.827 -0.816 2.227
C: 1.110 0.163 -0.750
C: -1.596 -0.891 1.039
C: 0.435 0.748 -1.730
C: -1.478 -1.074 -0.237
C: 1.389 0.721 0.603
H: 0.287 0.308 -2.703
H: -1.270 -0.266 2.868
H: 0.655 0.350 1.317
H: 1.332 1.806 0.577
H: -2.004 -0.456 -0.938
H: 2.377 0.414 0.937
H: -0.918 -1.907 -0.619

Results
SMILES: C/C(Cl)=C\Cl.C=C=N
E, hartree: -1169.78592
M, g mol⁻¹: 152.0
Orbital gap, eV: 9.47

No. 3
Formula: C5H7Cl2N
Source: OMol25
Level of theory: ωB97M-V/def2-TZVPD

Atoms and positions in Å:
Cl: 1.056 -1.615 0.414
Cl: 0.653 0.628 1.963
N: -1.502 0.815 -2.563
C: -1.405 -0.372 0.165
C: -1.236 -0.042 -1.326
C: -0.460 1.201 -1.328
C: 0.759 0.717 -0.761
C: 0.119 -0.195 0.481
H: -0.754 -0.856 -1.971
H: -2.167 0.152 0.626
H: -0.999 1.973 -0.706
H: -1.739 -1.374 0.387
H: 1.253 1.841 -0.538
H: -2.165 1.505 -2.359
H: 1.380 -0.020 -1.282

Results
SMILES: ClC1(Cl)C[C@H]2N[C@@H]2C1
E, hartree: -1169.65652
M, g mol⁻¹: 152.0
Orbital gap, eV: 9.98

No. 4
Formula: C5H7Cl3O
Source: OMol25
Level of theory: ωB97M-V/def2-TZVPD

Atoms and positions in Å:
Cl: 2.572 1.701 0.846
Cl: 0.600 -1.507 2.987
Cl: 0.130 1.793 2.337
O: 1.780 -1.061 0.087
C: 0.224 1.622 -0.498
C: -0.215 0.099 -0.759
C: -0.210 -1.268 1.377
C: 0.564 -0.386 0.456
C: 0.883 1.223 0.847
H: 0.129 -0.164 -1.858
H: -0.342 -2.324 0.886
H: 2.060 -1.500 0.921
H: -0.761 2.224 -0.454
H: -1.255 -0.302 -0.736
H: 0.772 2.059 -1.349
H: -1.152 -0.857 1.573

Results
SMILES: O[C@]1(CCl)CCC1(Cl)Cl
E, hartree: -1650.48532
M, g mol⁻¹: 189.5
Orbital gap, eV: 10.88

No. 5
Formula: C5H7ClFN
Source: OMol25
Level of theory: ωB97M-V/def2-TZVPD

Atoms and positions in Å:
Cl: -0.555 -1.328 1.739
F: 1.741 -0.882 -0.045
N: 0.075 0.944 -2.471
C: 1.080 0.360 0.131
C: -1.522 0.614 -0.139
C: -0.569 0.326 -1.303
C: -0.263 0.331 0.928
C: 0.594 1.154 -1.167
H: 1.905 0.893 0.538
H: -0.334 1.914 -2.679
H: -2.528 -0.004 -0.108
H: -0.151 -0.661 -1.271
H: -1.582 1.820 -0.037
H: 0.300 2.138 -0.631
H: -0.295 1.106 1.619

Results
SMILES: F[C@H]1[C@H]2N[C@@H]2C[C@H]1Cl
E, hartree: -809.33591
M, g mol⁻¹: 135.6
Orbital gap, eV: 9.72

No. 6
Formula: C5H7ClN2O
Source: OMol25
Level of theory: ωB97M-V/def2-TZVPD

Atoms and positions in Å:
Cl: -3.799 -0.939 -0.042
O: -1.822 -0.278 1.691
N: 0.018 1.813 0.913
N: -0.261 1.520 -0.306
C: -0.018 -0.698 -1.504
C: 0.851 0.924 1.413
C: 1.377 -0.045 0.458
C: -2.146 -0.488 0.582
C: 0.675 0.430 -0.796
H: 0.284 -1.660 -0.954
H: 0.973 -0.936 0.853
H: 1.097 0.879 2.480
H: 0.250 -0.772 -2.492
H: -1.149 -0.595 -1.342
H: 1.284 0.931 -1.490
H: 2.385 -0.085 0.536

Results
E, hartree: -839.49206
M, g mol⁻¹: 146.6
Orbital gap (spin up / spin down), eV: 6.94 / 8.59

Which formula does entry 4 have?
C5H7Cl3O